The following is a quantum chemistry calculation of an isolated molecule of C3H7NO3S at a distorted geometry, from OMol25.

XYZ file:
```
15
Properties=species:S:1:pos:R:3
N 1.0641 -0.4838 -0.2689
C -0.0316 0.2610 0.0722
S -0.0383 1.8622 -0.9299
C -1.2316 -0.5818 -0.3188
O -2.4162 0.0834 -0.3782
C -0.1061 0.9809 1.4365
O -0.9701 1.6287 1.9269
O 1.1113 0.8552 2.1410
H 2.0053 -0.0556 -0.1075
H 0.9034 -0.8117 -1.1822
H -1.1530 2.2957 -0.4106
H -1.1692 -1.4497 0.2909
H -0.8961 -0.9628 -1.3313
H -2.8627 0.1742 0.4284
H 1.8857 0.4826 1.7114
```

Calculated values
HOMO-LUMO gap   0.3588 Ha
Energy relative to the best compared isomer or geometry (same formula, charge and spin)   13.57 kcal per mole
Net charge   0
SMILES string   N[C@@](S)(CO)C(=O)O
HOMO level   -9.345 eV